(1)
DFT (wB97M-V/def2-TZVPD) results for a structure of composition C47H47NP2Sn at a distorted geometry.

Structure (XYZ):
```
98
C47H47NP2Sn wB97M-V/def2-TZVPD
Sn 1.66568 -0.38675 0.53437
C -2.03412 0.20597 4.70388
C -2.60363 -0.04593 3.52335
C -2.99564 0.99539 2.51375
C -1.79391 1.70545 1.84312
C -0.90156 2.47043 2.76998
C -1.14678 2.95628 4.00582
C -2.37018 2.75217 4.82126
C -2.38362 1.39098 5.55233
C 1.91183 -0.12879 2.79263
H -1.36484 -0.52802 5.17602
H -2.74751 -1.07828 3.17831
H -3.65336 1.73815 2.96282
H -3.59625 0.50155 1.73679
H -1.18363 0.93417 1.34029
H -2.18051 2.36468 1.05022
H 0.10806 2.60269 2.36830
H -0.36607 3.55289 4.49481
H -3.28864 2.84141 4.22565
H -2.41652 3.54682 5.58673
H -1.69013 1.42242 6.40343
H -3.39139 1.24296 5.97752
H 1.59037 -1.07272 3.28446
H 1.30535 0.69512 3.20548
H 2.97041 0.03314 3.01969
P -0.00827 -2.06598 -4.87504
P 1.88685 0.46454 -5.21106
C -0.68960 -0.49367 -5.47452
C 0.14832 0.54564 -5.72720
C -0.81498 -3.23636 -6.07114
C -1.96588 -2.93454 -6.81577
C -2.54289 -3.90062 -7.65128
C -1.94946 -5.15791 -7.79699
C -0.76101 -5.44048 -7.10944
C -0.19149 -4.48898 -6.26058
C -1.01751 -2.23906 -3.34770
C -0.67235 -1.38149 -2.28956
C -1.39022 -1.41798 -1.09951
C -2.47980 -2.28636 -0.97162
C -2.82876 -3.13575 -2.02564
C -2.08307 -3.13395 -3.20769
C 2.58132 1.20583 -6.80023
C 2.50234 0.41853 -7.96625
C 2.87697 0.94640 -9.20368
C 3.35072 2.26133 -9.29582
C 3.46795 3.03285 -8.13642
C 3.11099 2.50047 -6.89087
C 1.96364 1.90193 -4.08306
C 3.10893 2.01336 -3.26920
C 3.28827 3.14646 -2.47974
C 2.31673 4.15598 -2.47215
C 1.15166 4.01414 -3.23034
C 0.95764 2.87163 -4.01114
H -1.77770 -0.41112 -5.58861
H -0.17154 1.44529 -6.27300
H -2.42483 -1.94899 -6.75244
H -3.46213 -3.66507 -8.19033
H -2.40374 -5.91070 -8.44622
H -0.28033 -6.41170 -7.23620
H 0.73918 -4.70995 -5.73339
H 0.17134 -0.68970 -2.39515
H -1.08897 -0.77642 -0.26073
H -3.05647 -2.30233 -0.04682
H -3.68415 -3.80649 -1.93722
H -2.33679 -3.80925 -4.02552
H 2.12160 -0.60251 -7.90267
H 2.79892 0.33372 -10.10242
H 3.62389 2.68014 -10.26643
H 3.83777 4.05679 -8.19755
H 3.22541 3.11186 -5.99458
H 3.85642 1.21795 -3.28361
H 4.19278 3.24750 -1.87812
H 2.47180 5.05497 -1.87574
H 0.38497 4.79013 -3.21973
H 0.03172 2.74777 -4.56986
C 1.12142 3.01352 8.79482
C 1.46756 3.08534 7.43475
C 1.34201 1.96895 6.62414
C 0.93368 0.70490 7.15801
C 0.56006 0.66840 8.53807
C 0.63365 1.81246 9.32647
N 0.97964 -0.36416 6.32103
C 0.50783 -1.62116 6.55201
C 1.17888 -2.73156 5.95186
C 0.83313 -4.02849 6.30244
C -0.25725 -4.26655 7.15450
C -1.04963 -3.19598 7.58721
C -0.67142 -1.88810 7.30692
H 1.23333 3.89045 9.43613
H 1.83940 4.01773 7.00547
H 1.57337 2.00025 5.55736
H 0.22134 -0.27576 8.96523
H 0.31849 1.76187 10.37181
H 1.99896 -2.51261 5.26572
H 1.42331 -4.86084 5.91941
H -0.50102 -5.28448 7.46181
H -1.95772 -3.37015 8.16684
H -1.25862 -1.04413 7.67703
```

For the HOMO-LUMO gap (alpha / beta), the calculation gives 2.1 / 2.1 eV. The largest force on an atom comes out at 1.8 eV/A.

(2)
DFT (wB97M-V/def2-TZVPD) results for a cluster of 2 separate species, C2HF5 in total at a distorted geometry.

Structure (XYZ):
```
8
C2HF5 wB97M-V/def2-TZVPD
C -0.01000 -0.95359 -0.35314
C -2.25306 -0.27506 -0.15150
F -0.05301 -2.28153 -0.08811
F 0.57968 -0.24283 0.64258
F -2.10002 1.00202 0.32523
F -2.81179 -0.39053 -1.33390
F -2.75040 -0.94660 0.79269
H 0.33863 -0.65606 -1.23350
```

The energy above the lowest of the compared OMol25 structures with the same formula, charge and spin is 322.72 kJ/mol. For the HOMO-LUMO gap, the calculation gives 10.1 eV. The largest force on an atom comes out at 7.4 eV/A.

(3)
DFT (wB97M-V/def2-TZVPD) results for the ion C8H16N3O with charge +1 at a distorted geometry.

Structure (XYZ):
```
28
C8H16N3O wB97M-V/def2-TZVPD
C 1.35888 -0.04194 2.05003
C 1.78590 -0.01573 0.49360
C 2.30794 -1.45320 0.00911
C 0.60618 0.62880 -0.39144
C 1.25166 1.90634 -1.18453
C -0.05777 -0.34715 -1.47119
O -1.44042 0.10687 -1.81315
C -2.26699 -0.25166 -0.73061
N -2.50392 -1.48992 -0.05847
N -3.37943 -1.27026 0.96836
C -3.68412 0.12665 0.94889
N -2.99110 0.83800 -0.13753
H 0.52367 -0.80433 2.24681
H 2.28057 -0.39494 2.63730
H 1.10102 1.00733 2.42626
H 2.69510 0.70121 0.43228
H 1.45148 -2.23431 0.00266
H 3.02957 -1.83036 0.83340
H 2.86704 -1.40225 -0.98701
H -0.14353 1.09925 0.35088
H 0.56188 2.31335 -1.99976
H 2.29996 1.62870 -1.53883
H 1.37240 2.73873 -0.38883
H -0.16403 -1.43583 -1.14860
H 0.53003 -0.27623 -2.46129
H -2.03067 -2.35778 -0.35562
H -4.35715 0.68140 1.67737
H -3.00417 1.82925 -0.41009
```

The energy above the lowest of the compared OMol25 structures with the same formula, charge and spin is 329.48 kJ/mol. For the HOMO-LUMO gap, the calculation gives 10.1 eV. Its net charge is +1. The largest force on an atom comes out at 7.1 eV/A.